Record 1
ORCA calculation (ωB97M-V with the def2-TZVPD basis set) on a structure of composition C6H15NS in a non-equilibrium geometry.

As for the frontier orbital gap (spin up / spin down): 0.3246 / 0.2192 Ha. Its spin multiplicity is 2. The charge is +1. Its total energy is -18780.189 eV. As for the HOMO energy (spin up / spin down): -13.889 / -13.858 eV. The expectation value of S² is 0.75. The calculation puts the energy relative to the best compared isomer or geometry (same formula, charge and spin) at 180.1 kJ/mol. For the maximum force, the calculation gives 2.099 eV Å⁻¹.

Cartesian coordinates (Å):
C: -1.209 -0.370 -0.670
N: -0.090 0.522 -0.179
C: 1.267 0.064 -0.613
C: 1.843 1.132 0.248
S: 4.158 0.799 0.169
C: 1.578 -1.327 -0.081
C: -2.543 0.253 -0.319
C: -2.785 0.191 1.183
H: -1.053 -0.742 -1.685
H: -1.132 -1.258 -0.035
H: -0.257 1.400 -0.669
H: 1.473 0.109 -1.685
H: 1.977 2.155 -0.086
H: 1.670 0.953 1.285
H: 4.707 -0.375 -0.198
H: 0.978 -2.035 -0.627
H: 2.631 -1.525 -0.250
H: 1.330 -1.423 0.968
H: -3.303 -0.318 -0.848
H: -2.675 1.269 -0.666
H: -3.648 0.768 1.491
H: -2.959 -0.831 1.524
H: -1.958 0.589 1.743



Record 2
ORCA calculation (ωB97M-V with the def2-TZVPD basis set) on a cluster of 2 separate species, C3H5Cl2 in total in a non-equilibrium geometry.

As for the frontier orbital gap (spin up / spin down): 0.2250 / 0.3350 Ha. Its spin multiplicity is 2. Its total energy is -28232.544 eV. As for the HOMO energy (spin up / spin down): -7.431 / -10.421 eV. The expectation value of S² is 0.75. The calculation puts the energy relative to the best compared isomer or geometry (same formula, charge and spin) at 109.6 kJ/mol. For the maximum force, the calculation gives 2.832 eV Å⁻¹.

Cartesian coordinates (Å):
Cl: 1.819 0.002 2.395
Cl: 2.945 0.001 0.689
C: -0.769 0.810 -0.221
C: -0.768 -0.811 -0.221
C: 0.232 0.000 -0.801
H: -1.412 1.418 -0.852
H: -0.698 1.147 0.813
H: -0.697 -1.147 0.814
H: -1.412 -1.420 -0.851
H: 0.759 0.000 -1.763



Record 3
ORCA calculation (ωB97M-V with the def2-TZVPD basis set) on a cluster of 12 separate species, C48H62N10O6 in total in a non-equilibrium geometry.

As for the frontier orbital gap: 0.2976 Ha. Its total energy is -77959.772 eV. As for the HOMO energy: -7.608 eV. The calculation puts the energy relative to the best compared isomer or geometry (same formula, charge and spin) at 637.8 kJ/mol. For the maximum force, the calculation gives 6.030 eV Å⁻¹.

Cartesian coordinates (Å):
C: -0.234 -27.524 -13.056
C: 0.636 -26.745 -14.102
C: 1.476 -27.497 -14.970
O: 0.749 -27.503 -16.177
C: -0.081 -26.478 -16.198
O: -0.631 -25.891 -17.159
O: -0.201 -26.019 -14.977
H: -0.616 -26.837 -12.300
H: 0.279 -28.391 -12.642
H: -1.231 -27.925 -13.239
H: 1.317 -26.224 -13.429
H: 1.625 -28.506 -14.586
H: 2.524 -27.222 -15.087
C: 1.129 -20.830 -17.522
C: 1.031 -21.431 -16.080
C: 0.922 -22.924 -16.197
O: 1.768 -23.349 -15.137
C: 2.448 -22.357 -14.639
O: 3.273 -22.474 -13.663
O: 2.144 -21.271 -15.295
H: 1.217 -19.752 -17.389
H: 0.261 -21.076 -18.134
H: 2.088 -21.187 -17.898
H: 0.304 -20.997 -15.393
H: 1.413 -23.293 -17.097
H: -0.124 -23.226 -16.152
N: 7.205 -25.007 -9.709
C: 8.418 -24.484 -9.256
C: 9.429 -24.895 -10.210
C: 8.730 -25.639 -11.211
C: 7.375 -25.830 -10.824
H: 6.301 -24.856 -9.284
H: 8.271 -23.802 -8.432
H: 10.502 -24.789 -10.283
H: 9.119 -26.212 -12.041
H: 6.538 -26.377 -11.233
N: 0.269 -22.848 -9.659
C: 0.640 -24.205 -9.511
C: 0.657 -24.711 -10.809
C: 0.494 -23.747 -11.751
C: 0.202 -22.605 -10.984
H: 0.088 -22.213 -8.895
H: 0.638 -24.665 -8.534
H: 0.848 -25.719 -11.146
H: 0.538 -23.827 -12.827
H: 0.120 -21.615 -11.408
N: 5.192 -35.234 -13.417
C: 4.788 -34.777 -12.169
C: 5.232 -33.456 -12.033
C: 5.748 -33.070 -13.201
C: 5.637 -34.131 -14.112
H: 5.058 -36.207 -13.649
H: 4.495 -35.446 -11.373
H: 5.367 -32.840 -11.156
H: 6.114 -32.076 -13.412
H: 5.851 -34.190 -15.169
N: 4.516 -24.472 -5.735
C: 3.575 -24.150 -6.738
C: 4.177 -23.630 -7.810
C: 5.520 -23.356 -7.334
C: 5.733 -23.919 -6.085
H: 4.180 -24.805 -4.842
H: 2.530 -24.308 -6.515
H: 3.714 -23.349 -8.744
H: 6.260 -22.755 -7.841
H: 6.724 -24.135 -5.714
N: 7.907 -29.227 -7.895
C: 6.970 -28.528 -8.583
C: 5.838 -28.525 -7.797
C: 6.085 -29.129 -6.625
C: 7.419 -29.697 -6.709
H: 8.874 -29.418 -8.114
H: 7.338 -28.019 -9.461
H: 4.903 -28.030 -8.013
H: 5.366 -29.441 -5.882
H: 8.079 -30.347 -6.153
N: 4.552 -20.692 -10.632
C: 5.325 -21.805 -10.899
C: 6.582 -21.578 -10.787
C: 6.694 -20.239 -10.154
C: 5.392 -19.744 -10.174
H: 3.565 -20.579 -10.818
H: 4.834 -22.681 -11.297
H: 7.334 -22.313 -11.033
H: 7.601 -19.679 -9.984
H: 4.998 -18.775 -9.903
N: 3.514 -30.651 -15.998
C: 4.726 -31.174 -15.864
C: 5.591 -30.119 -15.972
C: 4.945 -28.931 -16.346
C: 3.678 -29.358 -16.381
H: 2.684 -31.212 -16.127
H: 4.871 -32.214 -15.610
H: 6.671 -30.134 -15.995
H: 5.202 -27.922 -16.634
H: 2.709 -29.019 -16.716
N: 7.891 -24.152 -14.012
C: 8.779 -25.056 -14.519
C: 8.526 -24.943 -15.929
C: 7.475 -24.111 -16.220
C: 7.143 -23.621 -14.994
H: 7.785 -23.890 -13.042
H: 9.548 -25.523 -13.922
H: 8.957 -25.571 -16.695
H: 7.057 -23.844 -17.179
H: 6.242 -23.076 -14.758
N: 9.868 -29.753 -12.827
C: 10.820 -29.130 -13.624
C: 10.492 -29.255 -14.979
C: 9.507 -30.152 -15.016
C: 9.125 -30.421 -13.727
H: 9.768 -29.792 -11.822
H: 11.581 -28.650 -13.026
H: 11.058 -28.745 -15.745
H: 9.005 -30.508 -15.903
H: 8.268 -30.996 -13.408
N: 5.120 -26.865 -13.680
C: 4.687 -25.552 -13.517
C: 3.890 -25.511 -12.401
C: 3.833 -26.842 -11.872
C: 4.587 -27.660 -12.739
H: 5.521 -27.295 -14.501
H: 5.005 -24.815 -14.240
H: 3.372 -24.717 -11.884
H: 3.210 -27.115 -11.032
H: 4.875 -28.694 -12.614